The following is a DFT calculation (the ωB97M-V functional and the def2-TZVPD basis) of C28H68O26Tl as an isolated structure in a non-equilibrium geometry.

The geometry in XYZ format:
```
123
Properties=species:S:1:pos:R:3:forces:R:3:mulliken_charge:R:1
H -6.6842 7.4982 -3.8991 0.055 0.107 -0.212 0.330
H -1.0238 17.1336 -14.9642 -0.466 0.184 -0.233 0.281
H -9.0691 15.3517 -15.2701 0.119 0.345 -0.173 0.509
H -11.1637 22.5962 -13.8868 -0.445 0.147 0.025 0.319
H 1.3910 14.0995 -5.6170 0.126 -0.298 0.297 0.328
H -2.6595 17.1213 -22.4033 -0.195 0.331 0.359 0.236
H -5.3874 9.5324 -5.6298 0.631 0.690 -0.251 0.214
H -8.8000 20.2048 -13.0514 -0.067 -0.803 -1.430 0.331
O 1.2995 13.4472 -6.3154 -0.700 -0.714 0.566 -0.506
C -12.4891 13.3028 -19.4553 -2.907 0.776 0.601 -0.482
H 0.0914 18.4379 -14.8285 1.242 -0.576 -0.262 0.250
C -6.2569 7.7013 -5.7923 2.098 -1.340 -0.591 -0.252
C -6.2757 13.1501 -13.4016 -2.669 1.398 3.310 -0.282
H -2.3081 15.7001 -23.1906 -0.522 -0.987 0.086 0.353
H -10.6529 20.6753 -11.6876 -0.506 -0.122 0.007 0.320
O -10.2767 12.1673 -5.1595 0.441 1.630 -0.074 -0.549
H 0.8552 12.5476 -8.7365 -0.428 -0.117 -0.611 0.298
C -8.5732 14.4321 -13.3705 -1.718 0.913 0.400 0.434
H -10.3274 16.0499 -5.9761 -0.195 0.001 -0.253 0.315
H -6.9606 7.4423 -6.5834 -0.016 -0.002 -0.072 0.231
C -9.5102 21.0293 -13.1117 2.755 1.076 0.953 -0.524
O -9.6741 14.6948 -12.8417 3.126 -0.817 -1.267 -0.567
H -5.5092 17.2820 -22.0087 -0.109 0.196 -0.091 0.335
H 1.0020 17.4717 -16.7723 0.228 -0.210 -0.307 0.295
H -10.5717 14.8220 -4.0014 -0.392 -0.919 0.210 0.298
H -8.9890 21.5255 -12.2931 -0.218 1.604 -0.063 0.342
H -8.6967 22.2069 -14.9232 0.347 0.038 0.904 0.321
H -15.5215 16.7420 -10.9347 0.835 0.052 0.303 0.307
H -0.7650 19.8486 -16.3026 -0.686 0.443 0.350 0.329
H -5.4610 12.7392 -12.8239 0.132 -0.471 -0.350 0.506
H -15.2764 14.8238 -19.5753 -0.289 -0.223 0.195 0.341
O -5.4185 7.4085 -14.4188 -1.103 -0.398 0.612 -0.509
H -2.6308 19.1831 -9.7431 -0.279 -0.030 -0.334 0.275
H -0.5202 14.8499 -9.6996 -0.012 0.213 -0.234 0.271
C -17.2588 16.1331 -10.9411 -0.532 -1.753 -1.138 -0.430
C -3.3630 19.2873 -8.9424 2.084 1.170 0.859 -0.416
H -0.7833 13.2364 -8.3332 0.124 -0.427 0.108 0.256
O 0.1344 17.0824 -16.6403 0.696 0.892 1.612 -0.503
C -7.3011 5.8038 -14.7172 0.860 2.433 0.689 -0.359
H 1.9333 14.5557 -7.8130 -0.243 0.554 -0.605 0.254
H -9.7272 20.8438 -15.1023 -0.012 -0.072 -0.609 0.179
C 0.9705 14.2047 -7.4418 -0.117 0.599 -1.626 -0.248
H -9.2038 6.2607 -14.3029 0.376 -0.121 0.273 0.308
H -6.6860 5.4905 -15.5607 -0.613 -0.096 -0.314 0.296
C -7.5280 13.4870 -12.6550 -1.327 -0.752 0.010 0.413
H -7.3165 7.4863 -13.3869 0.263 0.370 0.244 0.268
H -6.2187 9.5687 -7.8963 -0.118 -0.025 0.535 0.280
O -6.9455 15.0806 -16.5948 0.210 -2.227 4.939 -0.529
H -9.9626 11.4235 -4.6402 0.011 0.032 0.055 0.320
H -13.3932 15.0272 -20.2986 0.052 0.314 -0.196 0.348
O -2.7071 19.8731 -7.8345 0.545 0.966 0.935 -0.531
H -5.0592 15.6128 -23.0418 -0.175 -0.583 -1.272 0.348
O -7.9036 12.9799 -11.6159 0.885 0.294 -0.589 -0.526
O -15.9812 16.1308 -10.3544 0.244 1.167 -0.319 -0.500
C -9.5693 21.7257 -14.4814 -1.010 -1.502 -0.937 -0.278
H -8.5535 13.1972 -5.7640 -0.344 0.409 -0.453 0.265
H -16.5387 11.3917 -14.0129 -0.567 -0.423 0.682 0.295
H -17.1715 15.7262 -11.9485 -0.094 -0.974 -0.083 0.322
H -15.5628 8.4408 -13.9094 0.103 -0.040 0.025 0.290
C -4.4468 16.4523 -23.3707 1.732 -1.479 1.377 -0.610
O 0.2243 14.2600 -9.8389 0.284 -1.050 1.673 -0.483
H 0.3052 15.0306 -7.1899 0.165 0.384 0.173 0.227
H -4.7722 17.9784 -8.1110 0.227 -0.434 0.687 0.213
C -6.0944 13.7238 -14.6173 5.269 -0.682 -5.073 0.367
H -17.2278 8.9599 -13.5759 -0.047 0.219 -0.721 0.292
C -15.8637 10.5556 -14.1952 0.339 0.973 0.720 -0.447
C -3.1171 16.1560 -22.6198 -0.292 0.666 0.453 -0.240
O -6.9213 8.0673 -4.6350 -1.180 1.623 1.004 -0.533
O -2.5746 19.0108 -15.6077 -0.987 1.386 0.711 -0.520
O -14.7259 14.2979 -18.9906 -2.993 -1.225 0.366 -0.506
H -5.7195 6.8232 -5.4341 0.258 -0.531 -1.132 0.215
H -1.4811 18.5970 -17.2869 0.012 0.026 -0.146 0.232
H -4.1583 8.3645 -6.2496 -0.221 0.087 -0.188 0.312
O -15.9948 9.2054 -12.0034 0.518 0.898 -0.920 -0.546
C -16.1761 9.2209 -13.4583 0.156 0.350 0.674 -0.328
H -13.0992 15.2640 -18.5750 0.892 0.103 0.017 0.187
H -17.7302 17.0688 -11.2419 0.185 0.821 1.118 0.338
H -4.2517 16.5916 -24.4340 -0.507 -0.035 0.053 0.332
H -8.6934 12.9962 -4.0968 -0.145 0.122 0.366 0.349
H -4.2591 16.4474 -9.9072 -0.084 -0.055 0.526 0.249
O -8.6577 5.9784 -15.0403 -0.669 -1.103 -0.947 -0.518
O -5.3865 9.1183 -7.7347 0.772 -0.584 0.987 -0.511
H -4.1291 15.8967 -20.9473 0.088 0.141 0.120 0.258
H -5.1989 8.3149 -14.1912 0.062 0.036 0.009 0.280
H -7.0897 5.1168 -13.8979 -0.273 -0.050 0.132 0.252
O -5.0329 17.5667 -22.7921 -0.683 1.550 0.156 -0.517
H -1.7561 19.7812 -7.9281 -0.041 0.011 0.025 0.306
H -18.0689 15.9820 -9.1004 -0.206 -0.709 0.583 0.236
C 0.2516 13.4455 -8.6041 0.791 0.872 0.257 -0.395
H -4.0956 20.0428 -9.2262 -0.586 -0.791 -0.203 0.258
O -3.8756 17.3267 -9.8704 0.254 -0.225 0.875 -0.516
C -9.8308 14.6573 -4.7837 0.028 0.495 0.505 -0.385
H -9.1143 15.4373 -4.5260 1.192 -0.849 0.527 0.306
C -1.3487 18.9291 -16.2572 0.470 -1.928 -0.292 -0.348
C -6.8717 7.2696 -14.3581 1.542 -0.983 -0.823 -0.324
C -18.1529 15.3758 -10.0024 -0.573 -1.537 -0.314 -0.382
H -16.2268 8.3271 -11.6930 -0.055 -0.071 -0.139 0.320
C -13.4522 14.5509 -19.3199 3.820 0.709 -1.172 -0.287
H -14.1704 11.5209 -14.6955 -0.134 -0.103 -0.191 0.307
H -16.0209 10.4020 -15.2628 0.453 -0.509 -0.105 0.349
C -3.7545 17.9264 -8.4979 -1.956 -0.759 -3.285 -0.091
C -7.1056 14.6155 -15.3546 4.224 0.590 -6.257 0.308
C -8.2307 14.9201 -14.7435 -4.367 -0.273 3.846 -0.126
H -7.2596 7.9282 -15.1352 -0.433 -0.098 0.121 0.307
H -11.3308 13.3891 -17.9268 0.076 -0.011 0.190 0.267
O -12.0936 12.8595 -18.1700 0.665 -0.151 -0.337 -0.467
O -14.5510 11.1508 -13.8956 -0.644 -1.223 0.097 -0.537
C -5.1805 8.7319 -6.3401 -2.296 0.003 -0.084 -0.285
H -11.7240 13.4382 -20.2198 0.379 0.184 0.429 0.334
O -3.4038 15.4395 -21.3791 0.663 0.198 -1.238 -0.494
H -3.0125 17.4276 -7.8743 -0.157 0.124 -0.071 0.252
O -10.3137 15.0903 -6.0004 -1.199 0.553 -2.000 -0.524
O -10.7473 20.6478 -12.6426 -1.491 -0.293 0.229 -0.510
C -9.2940 13.2617 -4.9668 0.541 -1.541 0.995 -0.397
H -3.1397 18.2724 -15.8466 0.256 -0.060 -0.169 0.305
H -18.5209 13.3284 -9.8755 -0.329 0.519 -0.102 0.308
C -0.4744 17.8619 -15.5607 -0.765 -0.163 -1.267 -0.321
O -10.7066 22.5602 -14.7302 0.655 -0.076 0.923 -0.500
H -19.1813 15.3872 -10.3633 -0.007 0.168 0.072 0.346
H -13.2016 12.5727 -19.8393 0.300 -0.487 -0.064 0.268
Tl -12.9439 11.9429 -9.3627 -0.116 0.099 -0.078 1.004
O -17.7763 13.9284 -9.7912 0.594 2.173 -0.112 -0.543
O -4.9593 13.3769 -15.1862 -3.935 1.661 1.241 -0.509
```
Forces are in eV/Å.

The value obtained for the orbital gap is 3.826 eV. As for the relative energy (zero: lowest compared OMol25 entry of this formula, charge and spin): 234.9 kcal/mol. As for the charge: +1. The value obtained for the lowest unoccupied orbital energy is -7.0 eV. Its total energy is -3235.4763 a.u.

---

The following is a DFT calculation (the ωB97M-V functional and the def2-TZVPD basis) of a 7-piece molecular cluster, C36H42N2O11 overall in a non-equilibrium geometry.

The geometry in XYZ format:
```
91
Properties=species:S:1:pos:R:3:forces:R:3:mulliken_charge:R:1
H -29.4335 -25.5422 -5.9748 0.243 0.157 0.027 0.828
H -31.1781 -24.1539 -6.8139 -0.341 0.110 -0.254 0.470
C -24.8470 -25.6680 -0.3262 1.036 0.141 0.769 0.523
C -31.0616 -27.9234 -4.7530 -0.929 0.623 0.345 -0.298
H -23.5484 -28.1776 -4.6743 -0.146 0.011 0.107 0.211
C -24.8754 -25.4636 -5.1891 2.183 -0.088 -0.201 -0.489
C -26.2754 -30.1970 -0.1081 -0.669 0.957 0.031 -0.326
C -23.7921 -27.7480 -5.6460 -0.315 0.049 0.826 0.282
H -25.8886 -27.2882 -3.0399 -0.323 -0.154 -0.032 0.233
H -25.4345 -22.4186 -5.2851 -0.060 -0.189 -0.221 0.333
C -28.6212 -30.6048 -0.5905 0.920 -0.255 0.378 -0.485
C -26.7699 -24.5702 -1.2783 1.044 0.912 0.815 -0.570
C -25.2678 -23.1388 -4.4841 -1.125 1.285 -0.147 -0.800
H -27.7530 -26.3159 -3.7159 0.298 -0.974 -0.550 0.409
H -24.9371 -22.5250 -3.6462 0.724 -0.622 0.124 0.356
C -32.7639 -28.9588 -2.8311 -0.169 1.474 0.192 -0.848
C -27.5549 -29.8774 -7.5115 0.994 0.111 1.637 -0.111
C -30.6082 -28.8496 -3.8261 0.514 0.095 -1.097 0.763
O -26.4927 -29.7909 -5.3522 1.627 -2.479 -0.963 -0.503
O -27.7748 -27.5381 -5.0975 -0.775 0.778 0.769 2.065
C -31.4449 -29.3647 -2.8844 -1.759 -0.071 1.281 -0.280
C -27.3809 -29.9898 -0.9070 -1.807 -0.845 -0.932 0.379
H -27.5745 -25.7546 -9.6841 -0.204 0.038 -0.794 0.396
H -22.9209 -27.5485 -7.5261 -0.029 -0.537 -0.576 0.401
H -29.6904 -31.7671 0.8649 0.030 -0.362 0.018 0.298
H -29.5591 -24.5453 -10.8707 -0.331 0.177 -0.038 0.366
C -25.6957 -31.4178 -7.1160 -0.901 2.084 2.593 -0.957
H -25.7844 -23.8229 0.4060 0.568 -0.207 0.295 0.436
O -29.3781 -29.3702 -3.8787 0.836 -1.511 0.971 -0.861
H -27.7532 -26.7731 -6.5218 0.535 -0.997 1.242 -0.054
H -28.4192 -29.9645 -9.4637 -0.083 0.015 -0.027 0.440
C -22.8070 -28.2445 -6.6950 0.133 1.079 -0.234 -1.416
O -26.9528 -31.9689 -10.4606 -0.704 1.156 0.100 -0.559
H -28.7121 -28.9090 -4.3939 0.160 1.189 -1.017 -0.235
C -26.5578 -30.3505 -6.6332 -0.303 -0.237 -0.089 0.233
C -27.5862 -31.4695 1.4200 -1.431 -0.348 -1.400 0.910
H -30.3838 -27.4497 -5.4477 -0.073 -0.371 -0.270 0.649
O -27.6223 -32.3427 2.4365 0.335 -0.639 1.719 -0.548
C -33.2329 -27.9501 -3.6761 0.490 -0.959 -1.461 0.785
H -21.7609 -28.1457 -6.4051 0.002 0.117 0.439 0.408
C -25.7157 -24.5862 -0.3550 -1.227 -0.544 -0.189 -0.725
C -29.4572 -25.3148 -7.0303 -0.758 0.215 0.832 0.063
H -29.4140 -30.5847 -1.3236 -0.103 0.246 0.150 0.215
H -23.3452 -26.4713 0.7167 -0.333 -0.197 -0.565 0.304
O -27.2660 -29.2526 -2.0622 1.548 0.257 0.910 -0.090
O -27.7067 -25.4642 -3.2755 -0.818 1.489 0.010 -0.675
H -28.4626 -32.8014 2.5076 -0.098 0.185 -0.173 0.283
H -28.5984 -27.0207 -5.0053 0.428 -0.727 0.005 -0.678
C -26.8149 -31.3460 -9.2136 0.742 -1.334 -1.015 0.994
C -26.3839 -30.8710 1.1241 0.215 0.395 -1.353 -0.846
O -27.4219 -26.4154 -7.3488 -0.761 1.291 -2.514 -0.590
N -23.7749 -26.2606 -5.4599 -2.375 0.738 1.206 0.535
C -25.8865 -26.5485 -2.2530 1.106 0.355 -0.170 0.305
C -30.5621 -24.3284 -8.9250 0.479 -0.337 -0.647 0.648
O -23.9706 -25.7430 0.7074 0.506 0.899 1.147 -0.603
C -25.8212 -31.8588 -8.3834 -0.196 0.757 -1.130 -0.293
C -23.0507 -24.2444 -4.9981 0.533 0.941 1.226 -0.790
H -24.2184 -27.4783 -1.4421 0.368 0.041 0.731 0.356
H -34.8187 -27.2565 -4.4637 -0.067 0.143 -0.008 0.295
H -25.5085 -30.9964 1.7440 -0.109 -0.154 0.148 0.400
C -28.7330 -31.3618 0.5724 1.482 1.229 -0.099 -0.512
H -27.4920 -23.7871 -1.0998 -0.297 -0.022 -0.632 0.429
C -29.5743 -24.7560 -9.8116 1.258 -0.549 1.611 -0.396
C -24.8729 -26.6321 -1.2938 -1.557 -0.269 -1.757 -0.600
H -26.1979 -32.5253 -10.6661 0.105 0.054 0.325 0.279
H -26.9525 -28.9536 -5.2572 -0.805 0.851 -0.504 -0.700
H -22.9058 -29.2934 -6.9744 -0.590 0.229 -0.020 0.367
O -31.5994 -23.7266 -9.6016 -1.016 0.487 1.260 -0.569
H -31.5894 -24.1016 -10.4852 -0.115 0.162 -0.003 0.297
C -22.6643 -25.5303 -5.1921 0.611 -0.025 -1.322 -0.274
H -21.7332 -26.0603 -5.3284 0.242 0.676 0.184 0.447
H -33.3842 -29.2467 -1.9953 -0.202 -0.328 -0.135 0.385
H -25.4240 -29.6766 -0.5212 0.632 -0.236 0.569 0.269
C -27.6587 -30.3340 -8.7918 -0.111 -1.047 -1.284 -1.051
C -28.5342 -25.7434 -7.9096 3.701 -1.501 0.902 0.290
H -25.8835 -25.8233 -5.0446 -0.239 0.032 -0.443 0.406
C -28.5040 -25.4293 -9.2408 0.321 -0.413 0.044 -0.859
H -24.8428 -27.9683 -5.8346 0.184 -0.327 -0.313 -0.104
H -24.9844 -32.4208 -8.7712 -0.356 -0.735 -0.227 0.232
H -31.1973 -30.0218 -2.0638 0.725 -0.230 -0.434 0.202
H -26.2320 -23.5443 -4.1775 0.081 -0.189 -0.193 0.239
C -26.7893 -25.4908 -2.2920 0.045 -1.416 0.120 0.003
C -30.4545 -24.5516 -7.5101 -2.455 1.459 -2.266 -1.298
H -22.5578 -23.3311 -4.6994 0.506 -0.327 -0.282 0.448
H -28.2426 -29.1406 -7.1232 0.020 0.174 -0.097 0.267
H -32.6976 -26.7004 -5.3868 -0.244 0.023 -0.101 0.411
H -24.9594 -31.9464 -6.5287 0.143 0.548 0.556 0.446
H -27.9558 -29.3306 -2.7253 -0.803 -0.560 0.360 0.384
O -34.5577 -27.6208 -3.6148 -0.193 0.240 0.243 -0.567
C -32.3914 -27.4781 -4.7027 0.486 -0.267 1.144 -1.153
N -24.4106 -24.2021 -4.9317 -0.838 -3.094 -0.182 0.340
```
Forces are in eV/Å.

The value obtained for the orbital gap is 7.405 eV. As for the relative energy (zero: lowest compared OMol25 entry of this formula, charge and spin): 0.0 kcal/mol. The value obtained for the lowest unoccupied orbital energy is 0.1 eV. Its total energy is -2334.0417 a.u.